Record 1
Below is a single C5H6O2 molecule, with properties calculated with wB97M-V/def2-TZVPD.

Geometry as XYZ:
```
13
Properties=species:S:1:pos:R:3:forces:R:3:mulliken_charge:R:1
C 2.519324 -0.947275 -0.331692 -0.5 0.3 -0.1 0.23
C 1.446623 -0.396812 -0.386556 0.4 -0.1 0.4 -0.87
C 0.097346 0.187790 -0.351132 -0.1 -0.1 -0.3 0.53
C -0.030615 1.616247 0.185835 -0.2 0.0 -0.1 -0.16
O -1.037268 2.246554 -0.050747 0.6 -0.2 0.5 -0.47
C -0.910266 -0.828926 0.266246 0.2 -0.1 0.1 -0.75
O -2.241761 -0.454958 0.055480 -0.1 0.2 0.2 -0.51
H 3.481085 -1.421547 -0.313447 -0.3 0.2 0.0 0.43
H -0.293277 0.329918 -1.359536 0.2 -0.2 -0.3 0.16
H 0.826355 2.069639 0.735429 -0.3 -0.2 -0.1 0.36
H -0.694331 -1.021206 1.327383 0.1 0.2 -0.1 0.34
H -0.768153 -1.770110 -0.273712 0.0 0.1 0.1 0.34
H -2.395062 0.390684 0.496454 -0.1 0.0 -0.2 0.34
```
Positions in Å, forces in eV/Å.

For the electronic energy, the calculation gives -344.50716 Eh. As for the net charge: 0. The SMILES is C#C[C@H](C=O)CO. Its spin multiplicity is 1.



Record 2
Below is a single C5H6O2 molecule in a non-equilibrium geometry, with properties calculated with wB97M-V/def2-TZVPD.

Geometry as XYZ:
```
13
Properties=species:S:1:pos:R:3:forces:R:3:mulliken_charge:R:1
O 2.331278 -0.811751 -0.763931 -0.3 0.3 0.4 -0.47
C 1.492555 -0.096657 -0.297877 0.8 0.4 0.2 0.08
C 0.002908 -0.077076 -0.451567 0.3 0.3 0.0 0.65
C -0.526025 1.279477 -0.822777 -0.2 0.0 0.2 -0.06
O -1.701562 1.545076 -0.916723 0.5 -0.1 0.0 -0.49
C -0.153030 -0.351666 1.067472 0.1 -0.2 0.3 -0.85
C -1.093280 -0.984355 0.031471 0.1 0.2 -0.1 -0.58
H 1.658629 0.700527 0.618273 1.1 -1.0 -2.4 0.11
H 0.242230 2.051820 -1.032579 0.0 -0.1 0.0 0.36
H 0.336987 0.576673 1.503302 -2.9 -0.7 0.8 0.52
H 0.496716 -1.166415 1.388435 0.3 0.1 -0.1 0.20
H -2.067915 -0.592608 -0.247738 0.1 0.1 0.3 0.27
H -1.019495 -2.073040 -0.075755 0.2 0.5 0.4 0.25
```
Positions in Å, forces in eV/Å.

For the electronic energy, the calculation gives -344.44364 Eh. As for the net charge: 0. The SMILES is O=CC1(C=O)CC1. Its spin multiplicity is 1.



Record 3
Below is 2 unconnected molecules or ions with the total composition C5H6O2 in a non-equilibrium geometry, with properties calculated with wB97M-V/def2-TZVPD.

Geometry as XYZ:
```
13
Properties=species:S:1:pos:R:3:forces:R:3:mulliken_charge:R:1
C 0.021770 1.100414 1.946739 -0.1 -0.9 -1.2 -0.71
C -0.118858 -0.374025 0.221415 0.2 0.1 -0.6 -0.57
O -0.465243 0.667886 -0.659392 0.1 0.2 -0.4 -0.23
C -1.358903 0.400645 -1.612874 -0.3 -0.3 -0.3 0.13
O -1.861069 -0.667122 -1.836104 0.2 0.5 0.1 -0.49
C 1.112028 -1.047507 -0.157577 0.4 0.2 0.0 -0.31
C 2.119702 -1.610044 -0.518885 -0.4 0.4 0.3 0.19
H 0.890260 1.709271 1.670510 0.0 -0.8 0.0 0.25
H 0.004684 -0.022558 1.807457 0.2 0.9 1.8 0.38
H -0.886235 1.706495 1.820149 0.1 -0.8 0.0 0.21
H -0.928638 -1.126765 0.297613 0.2 0.7 0.4 0.37
H -1.553069 1.348501 -2.131802 -0.2 -0.2 -0.2 0.35
H 3.023571 -2.085191 -0.847248 -0.3 0.1 0.1 0.41
```
Positions in Å, forces in eV/Å.

For the electronic energy, the calculation gives -344.36931 Eh. As for the net charge: 0. Its spin multiplicity is 1.



Record 4
Below is a molecular structure, C5H6O2 in a non-equilibrium geometry, with properties calculated with wB97M-V/def2-TZVPD.

Geometry as XYZ:
```
13
Properties=species:S:1:pos:R:3:forces:R:3:mulliken_charge:R:1
C 1.326430 -1.495119 0.670680 0.3 -0.1 0.0 -1.03
C 0.366043 -0.437073 1.054128 -0.4 -0.4 0.4 0.12
O 0.800721 1.431066 -1.301887 -0.6 0.3 -0.3 -0.47
C -0.281127 1.941011 -1.468841 -0.2 -0.8 0.1 0.20
O -1.408369 1.712995 -0.755427 -1.5 -1.9 -0.4 -0.45
C -0.777416 -0.293759 0.465538 0.0 -0.1 0.3 0.10
C -1.852051 0.042971 -0.122538 1.0 1.9 -0.2 -0.44
H 1.061191 -1.960859 -0.282677 0.1 0.2 0.2 0.32
H 1.255822 -2.249698 1.463517 0.3 0.0 -0.2 0.33
H 2.333744 -1.088866 0.632235 0.2 -0.2 0.0 0.31
H 0.501991 0.145390 1.959141 0.2 -0.2 0.1 0.32
H -0.472637 2.692517 -2.295340 0.0 -0.4 0.9 0.33
H -2.854342 -0.440576 -0.018530 0.7 1.7 -0.9 0.35
```
Positions in Å, forces in eV/Å.

For the electronic energy, the calculation gives -344.44718 Eh. As for the net charge: 0. Its spin multiplicity is 1.



Record 5
Below is a single C5H6O2 molecule in a non-equilibrium geometry, with properties calculated with wB97M-V/def2-TZVPD.

Geometry as XYZ:
```
13
Properties=species:S:1:pos:R:3:forces:R:3:mulliken_charge:R:1
O -2.639217 -0.685452 0.403533 -0.2 0.9 -0.5 -0.57
C -1.605779 -0.291259 -0.069820 -0.7 0.0 0.2 0.50
C -0.782917 0.991926 0.043585 -0.1 0.1 0.1 -0.69
C 0.458032 0.098159 -0.139619 -0.2 -0.2 0.3 0.88
C 1.819227 0.298726 0.358132 0.0 -0.1 0.3 -0.46
O 1.490946 0.513743 -1.011878 -0.2 -0.2 -0.2 -0.49
C -0.417404 -1.167708 -0.379782 -0.2 -0.2 0.0 -0.78
H -0.892090 1.546373 0.979979 0.0 -0.1 -0.2 0.31
H -0.929115 1.659000 -0.812558 0.1 -0.1 0.1 0.26
H 2.062738 1.191846 0.938131 -0.1 -0.2 -0.2 0.23
H 2.460601 -0.562652 0.541617 -0.1 0.1 0.0 0.24
H -0.249981 -1.762702 -1.280205 -0.2 0.4 0.0 0.34
H -0.775036 -1.829999 0.428886 1.9 -0.5 0.1 0.22
```
Positions in Å, forces in eV/Å.

For the electronic energy, the calculation gives -344.50178 Eh. As for the net charge: 0. The SMILES is O=C1CC2(CO2)C1. Its spin multiplicity is 1.



Record 6
Below is a single C5H6O2 molecule in a non-equilibrium geometry, with properties calculated with wB97M-V/def2-TZVPD.

Geometry as XYZ:
```
13
Properties=species:S:1:pos:R:3:forces:R:3:mulliken_charge:R:1
C 2.577737 -0.767204 0.031216 -0.3 0.1 -0.1 0.21
C 1.448322 -0.482586 -0.264865 0.3 -0.2 0.1 -0.90
C 0.076321 -0.118479 -0.598269 0.1 0.4 0.1 0.40
C -0.242259 1.359393 -0.187774 1.4 0.6 -0.1 -0.05
O -0.147604 1.802796 0.942982 1.1 0.1 -0.6 -0.54
C -1.055260 -0.821068 0.177352 -0.1 0.1 0.2 -0.61
O -1.917775 0.281019 0.479616 -1.2 -1.0 0.6 -0.54
H 3.578483 -1.009687 0.308152 -0.1 0.0 -0.1 0.42
H -0.081424 -0.222740 -1.684046 0.0 0.1 0.4 0.29
H -0.510970 2.023623 -1.005423 -0.2 0.2 -0.4 0.35
H -0.729076 -1.307969 1.102184 0.1 0.0 -0.2 0.33
H -1.587427 -1.556808 -0.437524 0.1 0.3 0.2 0.29
H -1.409063 0.819706 1.136403 -1.2 -0.9 0.0 0.35
```
Positions in Å, forces in eV/Å.

For the electronic energy, the calculation gives -344.47314 Eh. As for the net charge: 0. The SMILES is C#C[C@H](C=O)CO. Its spin multiplicity is 1.



Record 7
Below is a single C5H6O2 molecule in a non-equilibrium geometry, with properties calculated with wB97M-V/def2-TZVPD.

Geometry as XYZ:
```
13
Properties=species:S:1:pos:R:3:forces:R:3:mulliken_charge:R:1
C 1.092676 1.629678 -0.736035 0.2 0.2 -0.1 -0.69
O 0.136743 0.897367 0.006787 -0.1 -0.1 0.0 -0.31
C 0.663035 -0.144153 0.712583 0.0 -0.2 0.1 -0.17
C -0.030179 -1.272249 0.868892 0.1 0.1 0.0 -0.26
C -1.344204 -1.527235 0.282196 -0.1 0.1 -0.1 -0.69
C -2.069691 -0.640159 -0.381849 -0.5 0.4 -0.4 0.71
O -2.777681 0.077975 -0.968103 0.7 -0.6 0.5 -0.38
H 0.592957 2.521759 -1.116763 0.1 -0.1 0.0 0.22
H 1.935906 1.930471 -0.098743 -0.1 0.0 -0.1 0.31
H 1.475709 1.035724 -1.575333 -0.1 0.1 0.1 0.31
H 1.640832 0.026128 1.162793 -0.1 -0.1 -0.1 0.30
H 0.392273 -2.058939 1.484309 0.0 0.1 -0.1 0.35
H -1.800701 -2.507582 0.369673 0.0 0.1 0.0 0.31
```
Positions in Å, forces in eV/Å.

For the electronic energy, the calculation gives -344.53361 Eh. As for the net charge: 0. The SMILES is CO/C=C\C=C=O. Its spin multiplicity is 1.



Record 8
Below is a single C5H6O2 molecule, with properties calculated with wB97M-V/def2-TZVPD.

Geometry as XYZ:
```
13
Properties=species:S:1:pos:R:3:forces:R:3:mulliken_charge:R:1
O 2.055399 1.921434 -1.251009 -0.1 -0.3 0.4 -0.46
C 1.658110 1.136015 -0.424640 0.1 0.2 -0.3 -0.23
C 1.046440 -0.161801 -0.828996 0.1 0.2 -0.3 0.13
O 0.865243 -1.186793 0.132789 0.2 -0.2 0.0 -0.43
C -1.866512 -0.866490 1.548965 -0.1 0.3 -0.3 -0.48
C -1.072921 0.110689 0.773844 0.1 -0.1 0.2 -0.36
C -0.294887 -0.528744 -0.348201 -0.3 -0.1 0.0 -0.10
H 1.686575 1.352443 0.662295 0.1 0.0 -0.1 0.33
H 1.334244 -0.521970 -1.814686 0.0 0.2 0.0 0.44
H -2.127570 -1.655107 0.800484 0.0 0.1 0.3 0.18
H -1.922054 0.729907 0.404755 0.0 -0.1 0.0 0.35
H -0.458440 0.768774 1.398363 -0.2 -0.1 -0.1 0.24
H -0.903627 -1.098362 -1.053966 0.1 -0.1 0.2 0.38
```
Positions in Å, forces in eV/Å.

For the electronic energy, the calculation gives -344.39186 Eh. As for the net charge: 0. Its spin multiplicity is 1.